Version a
Below is 2 unconnected molecules or ions with the total composition C3H9OS, with properties calculated with ωB97M-V/def2-TZVPD.

CARTESIAN COORDINATES (ANGSTROEM)
C  -0.91  -1.07  -1.11
S  -0.93  0.78  -1.49
H  2.25  -0.68  1.42
H  2.00  -1.56  2.92
H  1.49  1.03  -0.78
H  0.16  -1.36  -1.14
H  -1.05  -1.15  0.02
H  0.44  0.86  0.55
H  0.51  2.24  -0.33
O  0.27  -0.93  1.98
C  1.58  -0.71  2.27
H  1.82  0.29  3.04
C  0.45  1.26  -0.51
H  -1.71  -1.60  -1.64

Properties
* E_HOMO: -2.41 eV
* net charge: -1

=====

Version b
Below is 2 unconnected molecules or ions with the total composition C3H9OS, with properties calculated with ωB97M-V/def2-TZVPD.

CARTESIAN COORDINATES (ANGSTROEM)
H  -0.83  0.22  1.73
H  -1.23  0.35  3.56
S  1.51  -0.60  -0.13
H  -0.48  -1.74  -1.41
H  -1.40  -0.27  -1.80
C  -0.53  0.89  2.64
C  0.86  -0.30  -1.82
H  1.11  0.61  1.67
H  -1.24  1.79  2.59
H  0.90  0.80  -1.92
H  1.62  -0.73  -2.39
C  -0.49  -0.85  -2.05
H  -0.56  -1.17  -3.14
O  0.76  1.02  2.47

Properties
* E_HOMO: -2.81 eV
* net charge: -1

=====

Relative stability in kJ/mol, measured from the most stable structure: version a 86.3; version b 0.0

=====

Version a
Below is a gas-phase ion, C3H4NS (charge +1), with properties calculated with ωB97M-V/def2-TZVPD.

CARTESIAN COORDINATES (ANGSTROEM)
H  -2.32  1.83  1.91
C  -1.44  2.19  1.42
H  0.33  -1.72  0.22
H  1.86  -1.40  -0.54
N  0.18  -0.10  -0.88
H  -0.79  1.40  -2.02
S  -0.40  2.60  0.36
C  -0.34  0.96  -1.19
C  0.77  -1.07  -0.35

Properties
* E_HOMO (spin up / spin down): -13.12 / -13.12 eV
* net charge: +1

=====

Version b
Below is a molecular structure, C3H4NS, with properties calculated with ωB97M-V/def2-TZVPD.

CARTESIAN COORDINATES (ANGSTROEM)
H  1.33  -0.11  -0.71
N  1.74  0.77  1.12
S  -0.33  -0.45  2.59
C  1.01  0.17  1.85
H  -0.35  -1.32  0.39
C  -0.51  -0.41  0.71
H  -1.43  0.06  0.29
C  0.81  0.52  -0.02
H  0.30  1.42  -0.49

Properties
* E_HOMO: -15.73 eV
* net charge: +1

=====

Relative stability in kJ/mol, measured from the most stable structure: version a 86.9; version b 0.0

=====

Version a
Below is 3 unconnected molecules or ions with the total composition BH4NS, with properties calculated with ωB97M-V/def2-TZVPD.

CARTESIAN COORDINATES (ANGSTROEM)
H  -1.31  -0.31  0.55
H  -2.39  -0.14  1.35
B  0.46  0.23  0.06
H  2.38  1.79  0.25
H  -3.24  -0.18  0.83
N  -0.83  -0.14  -0.24
S  2.37  0.53  -0.01

Properties
* E_HOMO: -10.35 eV
* net charge: 0

=====

Version b
Below is 2 unconnected molecules or ions with the total composition BH4NS, with properties calculated with ωB97M-V/def2-TZVPD.

CARTESIAN COORDINATES (ANGSTROEM)
H  -0.40  -1.90  0.12
B  0.03  0.04  0.17
N  -0.85  -0.98  0.13
H  1.83  1.32  -0.47
H  -0.58  2.49  -0.20
S  1.77  0.09  0.11
H  -1.79  -1.06  0.12

Properties
* E_HOMO (spin up / spin down): -8.93 / -7.55 eV
* net charge: 0

=====

Relative stability in kJ/mol, measured from the most stable structure: version a 0.0; version b 16.6